36
Properties=species:S:1:pos:R:3:forces:R:3 method="wB97M-V/def2-TZVPD" e_tot_ha=-765.1687 e_lumo_ev=3.23 de_lowest_ev=4.2746 homo_energy_ha=-0.2057 charge=-1
C -2.565071 0.139315 -0.509259 -4.18 0.24 3.32
N -1.385804 0.854942 -0.932508 0.75 -1.20 -0.11
C -0.095070 0.313407 -0.347076 0.71 0.78 0.35
C 0.370194 -0.931879 -1.140485 -1.40 -0.52 -0.83
C 0.199517 -2.242595 -0.283588 2.80 -0.82 -1.58
O 0.887965 -2.113646 0.940428 -2.46 -0.33 0.75
C 1.099723 1.390290 -0.226862 0.53 -0.30 -1.79
N 2.159426 1.163500 0.822729 0.38 -3.12 -3.17
H -2.801339 0.063799 0.619564 1.32 1.19 -0.63
H -3.583535 0.660955 -0.748011 2.02 -0.71 -0.56
H -2.780882 -0.931538 -0.518860 1.13 -0.28 -1.99
H -1.591281 1.825684 -0.752431 0.58 0.15 0.36
H 0.091891 -2.034215 1.793650 0.91 0.74 -1.47
H -0.161734 -0.971879 -2.172612 0.62 -0.17 1.76
H 1.425856 -0.910433 -1.406578 0.25 0.32 0.27
H 0.812638 -3.030725 -0.842699 -0.86 0.69 0.18
H -0.799118 -2.665343 -0.294907 -0.56 0.38 0.61
H 0.768440 2.468940 -0.104853 0.00 -1.24 -0.18
H 1.616041 1.291632 -1.270284 -0.72 0.46 2.48
H 2.397548 0.078804 0.853671 -0.47 2.63 -0.50
H 1.693718 1.164414 1.663202 -1.27 0.55 2.70
H 0.787042 -0.550073 2.665571 0.22 -0.44 0.43
H 1.659624 -1.663095 3.125346 0.17 -0.67 -0.07
O 1.691291 -0.726368 2.995256 0.87 1.54 0.53
H -1.365162 -0.108941 2.927973 -0.09 1.60 -0.04
H -0.877824 1.320152 2.704226 8.08 4.50 -2.11
O -1.591558 0.918812 2.896771 -8.05 -5.78 2.24
H -0.197899 -0.068017 0.676773 -0.65 0.35 -0.02
H -0.434686 -2.018947 3.433213 1.31 -3.08 4.50
O -0.711153 -1.487938 2.787676 -2.00 2.13 -4.71
H -1.209266 0.595044 -2.982413 0.21 0.32 -0.94
H -0.155129 1.103559 -3.886523 5.11 2.75 0.15
O -0.935823 0.702931 -3.939535 -5.40 -2.81 0.80
H 1.764810 2.816149 -2.536316 -1.06 2.20 2.51
H 1.778175 1.357643 -2.844300 0.12 0.08 -0.12
O 2.038444 2.225652 -3.165937 1.09 -2.14 -3.11

***

52
Properties=species:S:1:pos:R:3:forces:R:3 method="wB97M-V/def2-TZVPD" e_tot_ha=-1242.8174 e_lumo_ev=2.76 de_lowest_ev=2.3752 homo_energy_ha=-0.2254 charge=-1
C 0.879349 -1.677039 0.389862 -2.01 -1.42 -0.69
O 1.517189 -0.820344 -0.382659 2.11 2.63 -1.42
C -0.694877 -1.505626 0.108128 0.50 -3.40 1.13
C -1.395199 -2.328751 1.309981 -0.73 -0.07 -0.88
N -1.168660 -0.128363 0.078429 0.26 -0.73 -1.62
H 1.109170 -1.463991 1.452888 -0.15 -0.71 0.02
H 1.229432 -2.732371 -0.005325 -0.95 0.96 1.77
H -0.868246 -2.070234 -0.925165 0.01 1.48 2.25
H -1.393540 -1.861427 2.301691 0.06 0.30 -0.50
H -2.427144 -2.648111 1.137688 -0.40 0.96 -0.41
H -1.056292 -3.339387 1.512811 1.32 -0.12 -0.33
H -0.686273 0.448475 0.752616 -0.09 0.20 0.39
H -0.906006 0.284788 -0.836188 -0.20 -0.36 0.78
H -0.422649 -0.671819 3.175430 -0.05 -0.12 -1.24
H 0.503966 -0.230703 4.246535 2.12 0.68 0.34
O -0.364287 -0.531762 4.100357 -2.17 -0.56 1.04
H 3.811657 -1.187559 -1.862922 0.06 -1.04 1.30
H 2.937589 -1.544225 -0.688115 -1.29 0.78 0.78
O 3.768153 -1.795361 -1.072102 1.94 0.19 -2.32
H 1.502120 3.407314 2.483100 1.41 4.55 0.19
H 1.843201 2.093064 1.706437 -0.75 0.62 1.05
O 1.268313 2.550629 2.437819 0.09 -5.26 -1.14
H -1.056507 1.904306 -3.248311 0.20 0.72 -4.52
H -0.179505 1.450005 -2.128795 0.19 -0.31 -0.65
O -1.075865 1.749030 -2.371468 -1.27 0.23 4.96
H 3.164030 1.531162 -0.023979 -0.03 -0.55 1.55
H 2.204918 0.322955 0.214516 1.13 0.31 1.65
O 2.898782 1.020066 0.795598 -1.49 0.01 -2.94
H -3.061870 -0.961962 -2.914596 -0.26 0.81 -0.35
H -2.727943 -0.626568 -1.406683 0.12 -0.09 -0.57
O -2.832663 -1.329087 -2.070983 -0.20 -0.73 0.74
H 1.598155 -2.554141 -2.039300 1.56 1.88 0.00
H 0.883282 -3.636238 -1.786255 -1.79 -2.27 1.88
O 1.305706 -3.303228 -2.530966 0.72 0.19 -1.63
H -0.655070 2.507410 2.314983 1.82 0.53 1.98
H -1.297622 3.279094 1.125300 -0.51 3.85 -1.53
O -1.161947 2.500281 1.554219 -1.57 -4.58 -0.19
H -3.025741 0.628586 0.103839 -0.47 2.42 1.09
H -2.817653 1.807627 1.032418 3.48 1.18 3.61
O -3.405274 1.534727 0.420251 -3.38 -3.58 -4.30
H 1.297802 -0.189154 -1.712022 -0.92 1.04 -1.00
H 0.628137 -0.302227 -3.143107 -0.07 0.95 0.57
O 0.973065 0.397874 -2.529514 1.42 -2.14 0.30
H 1.853497 1.186555 3.564418 -1.93 5.05 -3.87
H 2.815205 0.000532 3.552473 -0.20 0.43 -0.28
O 2.167710 0.522514 4.036749 2.44 -5.41 4.25
H -1.716517 3.666916 -0.761302 3.09 -1.08 -2.86
H -2.955085 3.114734 -0.215496 0.58 1.10 0.09
O -2.375118 3.943486 -0.213785 -3.71 0.35 2.02
H -1.382916 -1.992507 -3.086339 0.67 0.38 -0.30
H 0.095905 -2.379935 -3.282713 0.15 -0.48 -0.13
O -0.608328 -1.848067 -3.674437 -0.90 0.22 -0.05

***

43
Properties=species:S:1:pos:R:3:forces:R:3 method="wB97M-V/def2-TZVPD" e_tot_ha=-3583.3881 e_lumo_ev=0.42 smiles=ClC(Cl)Cl.ClC(Cl)Cl.c1ccncc1.c1ccncc1.c1ccncc1 de_lowest_ev=0.0000 homo_energy_ha=-0.3509
Cl 0.743672 -2.121484 -1.114777 0.01 0.01 -0.06
C 0.583229 -1.117427 0.334468 -0.09 -0.04 0.00
Cl -0.210333 0.412132 -0.042050 0.11 0.00 -0.14
Cl 2.153503 -0.838358 1.072731 0.02 0.04 0.10
H -0.048683 -1.634768 1.046047 0.06 0.05 0.11
Cl 3.382242 -5.074540 -1.770607 -0.04 0.02 0.00
C 2.449714 -5.281727 -0.284636 0.14 0.22 0.10
Cl 3.151811 -4.336134 1.035442 0.04 -0.10 -0.05
Cl 2.339716 -6.982881 0.138331 -0.09 -0.03 0.03
H 1.460340 -4.875490 -0.447217 -0.06 -0.15 -0.09
C -2.714904 3.670808 -0.923896 0.13 -0.05 -0.10
C -3.178103 2.586384 -0.201373 -0.32 -0.29 0.20
C -4.516856 2.553145 0.167303 0.10 0.21 0.06
N -5.395841 3.495705 -0.163647 -0.08 -0.01 0.20
C -4.936034 4.535108 -0.847947 0.19 0.17 -0.20
C -3.608033 4.680141 -1.234673 -0.24 -0.08 -0.20
H -1.687124 3.717239 -1.262043 0.01 0.03 0.07
H -2.562457 1.742785 0.079722 0.18 0.14 -0.03
H -4.890427 1.747156 0.789497 -0.04 -0.09 -0.14
H -5.654450 5.299943 -1.124757 -0.06 -0.05 0.07
H -3.318084 5.533825 -1.832098 0.08 0.04 0.10
C 4.592883 -1.424548 -2.435714 -0.29 0.15 0.14
C 4.317710 -0.144691 -1.971837 0.07 -0.15 -0.28
C 4.937826 0.922365 -2.604776 -0.15 0.16 0.24
N 5.805057 0.793991 -3.602936 0.02 0.09 -0.10
C 6.058898 -0.436089 -4.032174 0.09 -0.20 0.01
C 5.470611 -1.572654 -3.493828 0.03 -0.08 0.00
H 4.090099 -2.274163 -1.989420 0.11 -0.04 -0.01
H 3.615125 0.014100 -1.167215 0.03 0.06 0.03
H 4.716044 1.938708 -2.292565 0.07 -0.02 0.01
H 6.775624 -0.526563 -4.841770 -0.04 0.03 -0.02
H 5.691853 -2.552050 -3.897436 0.06 0.03 -0.01
C -3.631878 0.251988 4.077913 0.18 -0.04 0.27
C -2.383414 0.256613 4.679072 0.06 0.01 -0.05
C -1.315601 -0.317356 4.002499 -0.11 0.17 0.09
N -1.424680 -0.841540 2.786305 0.03 -0.20 0.05
C -2.630427 -0.837514 2.220561 0.04 -0.16 -0.19
C -3.760969 -0.315870 2.820661 -0.22 0.15 0.24
H -4.483082 0.652414 4.613022 -0.05 0.07 -0.14
H -2.221557 0.701816 5.651334 -0.07 -0.06 0.03
H -0.340273 -0.351828 4.474872 0.06 0.00 -0.13
H -2.689077 -1.302663 1.240790 -0.05 0.09 -0.02
H -4.733670 -0.346024 2.348823 0.09 -0.10 -0.17

***

21
Properties=species:S:1:pos:R:3:forces:R:3 method="wB97M-V/def2-TZVPD" e_tot_ha=-416.1615 e_lumo_ev=-2.92 de_lowest_ev=0.3751 homo_energy_ha=-0.4955 charge=+1
C -0.488295 -2.370455 0.905108 -0.14 -0.11 0.14
O -0.309396 -3.247305 1.988723 0.05 0.20 0.15
C -1.513078 -1.293530 1.244478 -0.01 0.26 -0.12
N -1.584837 -0.271925 0.146664 0.00 -0.17 0.14
H -0.844001 -2.988887 0.082394 0.00 0.03 -0.13
H 0.446930 -1.897698 0.602430 0.13 0.02 -0.04
H 0.205765 -2.807406 2.679088 -0.09 -0.16 -0.12
H -2.505272 -1.706119 1.390350 -0.07 -0.17 0.07
H -1.232120 -0.773657 2.157133 0.11 0.06 0.03
H -2.074102 -0.657613 -0.656095 0.07 -0.05 -0.15
H -0.551900 0.112439 -0.173693 0.00 0.18 -0.04
H -2.125101 0.535895 0.443798 -0.08 0.00 0.09
N 2.427579 1.852161 -1.687884 0.12 0.49 -0.20
C 1.242885 1.741952 -1.055705 -0.14 0.14 0.14
N 0.559135 2.897912 -0.872400 0.12 -0.20 -0.12
N 0.783899 0.616384 -0.588196 0.04 -0.23 -0.02
H 2.909294 1.045285 -2.035174 0.00 -0.11 0.01
H 2.722354 2.749745 -2.041171 0.06 -0.21 0.06
H 0.778851 3.713573 -1.415871 -0.09 0.01 0.06
H -0.323583 2.863357 -0.401718 -0.03 0.10 0.03
H 1.474994 -0.114114 -0.712268 -0.07 -0.09 0.04